1.
Below is C28H45BrN2OP2Pb as an isolated structure at a distorted geometry, with properties calculated with the ωB97M-V functional and the def2-TZVPD basis.

Its HOMO energy (spin up / spin down) is -13.24 / -13.24 eV. Its energy above the lowest of the compared OMol25 structures with the same formula, charge and spin is 0.841 eV. For the gap between HOMO and LUMO (spin up / spin down), the calculation gives 4.587 / 3.863 eV.

ORCA input file:
```
! wB97M-V def2-TZVPD RIJCOSX def2/J DEFGRID3
* xyz 2 1
C 3.633 -2.077 3.658
C 4.240 -1.562 2.497
C 5.623 -1.750 2.352
C 6.341 -2.318 3.410
N 5.759 -2.740 4.532
C 4.436 -2.642 4.654
C 3.420 -0.877 1.508
C 2.233 -0.332 1.378
C 0.884 -0.024 1.793
C -0.127 -1.007 1.771
C -1.446 -0.614 1.540
C -1.746 0.753 1.407
C -0.798 1.714 1.769
C 0.503 1.315 2.036
Pb 3.198 -0.235 -0.569
P -1.114 -1.058 -2.136
H 6.150 -1.476 1.432
H 2.551 -2.041 3.785
H 7.426 -2.451 3.343
H 3.966 -3.020 5.569
H 1.236 2.027 2.405
H 0.132 -2.057 1.911
H -1.075 2.762 1.829
H -2.246 -1.346 1.430
C -2.167 -0.436 -3.521
C -2.302 -1.300 -4.770
H -1.741 0.545 -3.791
H -3.156 -0.242 -3.077
H -3.027 -0.831 -5.447
H -1.355 -1.378 -5.315
H -2.672 -2.308 -4.548
C -0.010 -2.311 -2.915
C 0.726 -3.188 -1.900
H 0.719 -1.749 -3.522
H -0.601 -2.919 -3.614
H 1.623 -3.613 -2.366
H 1.052 -2.632 -1.007
H 0.107 -4.032 -1.574
C -2.286 -2.137 -1.213
C -2.910 -3.278 -2.005
H -3.060 -1.463 -0.813
H -1.731 -2.528 -0.348
H -3.473 -3.917 -1.314
H -3.611 -2.915 -2.765
H -2.155 -3.910 -2.487
Br -3.326 1.290 0.639
P 2.211 2.421 -1.702
C 1.336 1.076 -2.672
C 1.179 1.504 -4.140
H 0.353 0.883 -2.202
H 1.899 0.127 -2.680
H 0.690 0.707 -4.717
H 0.575 2.413 -4.246
H 2.163 1.693 -4.593
C 0.649 3.323 -1.306
C 0.631 4.795 -1.716
H 0.487 3.225 -0.225
H -0.190 2.816 -1.804
H -0.314 5.248 -1.394
H 1.446 5.358 -1.252
H 0.685 4.915 -2.802
C 3.068 2.665 -0.028
C 4.605 2.493 -0.088
H 2.610 2.029 0.740
H 2.833 3.703 0.250
H 4.968 1.912 0.776
H 4.919 1.984 -1.015
H 5.085 3.484 -0.052
C -4.953 -0.689 3.024
N -4.848 0.661 3.526
C -5.921 1.591 3.215
C -3.767 1.060 4.242
O -2.773 0.375 4.465
H -5.956 -1.052 3.258
H -4.190 -1.301 3.508
H -4.819 -0.716 1.937
H -5.782 2.490 3.830
H -5.936 1.882 2.154
H -6.874 1.122 3.471
H -3.897 2.107 4.614
*
```

For reference, the Löwdin charges in units of e are: 0.01 -0.24 -0.01 -0.11 0.09 -0.10 -0.26 -0.26 -0.23 0.01 -0.10 -0.68 -0.10 -0.02 1.44 1.00 0.11 0.12 0.12 0.13 0.13 0.14 0.12 0.10 -0.39 -0.14 0.06 0.09 0.09 0.07 0.06 -0.41 -0.14 0.07 0.08 0.08 0.04 0.08 -0.42 -0.12 0.05 0.06 0.09 0.07 0.07 0.93 1.11 -0.53 -0.12 -0.01 -0.04 0.08 0.08 0.09 -0.39 -0.12 0.07 0.08 0.09 0.08 0.08 -0.42 -0.17 0.01 0.10 0.08 0.05 0.10 -0.06 -0.23 -0.06 -0.34 -0.01 0.10 0.09 0.04 0.09 0.07 0.10 0.14

***

2.
Below is an isolated ion of composition CH6NOS and charge +1 at a distorted geometry, with properties calculated with the ωB97M-V functional and the def2-TZVPD basis.

Its HOMO energy is -14.50 eV. Its energy above the lowest of the compared OMol25 structures with the same formula, charge and spin is 0.398 eV. The structure (SMILES) is [NH3+][C@@H](O)S. For the gap between HOMO and LUMO, the calculation gives 10.484 eV.

ORCA input file:
```
! wB97M-V def2-TZVPD RIJCOSX def2/J DEFGRID3
* xyz 1 1
N -1.147 -0.199 -0.152
C 0.287 -0.174 0.323
O 1.051 -0.532 -0.767
S 0.712 1.464 0.996
H -1.754 0.408 0.438
H -1.483 -1.220 -0.308
H -1.199 0.424 -1.044
H 0.458 -0.826 1.157
H 1.825 -1.099 -0.435
H 1.250 1.755 -0.208
*
```

For reference, the natural (NBO) charges in units of e are: -0.74 0.11 -0.70 0.01 0.47 0.47 0.47 0.22 0.52 0.16

***

3.
Below is a 8-piece molecular cluster, C29H65NO16 overall at a distorted geometry, with properties calculated with the ωB97M-V functional and the def2-TZVPD basis.

Its HOMO energy is -9.17 eV. Its energy above the lowest of the compared OMol25 structures with the same formula, charge and spin is 5.835 eV. The structure (SMILES) is C[N+](=O)[O-].O=C1CCCO1.O=C1CCCO1.COCCOC.COCCOC.COCCOC.COCCOC.COCCOC. For the gap between HOMO and LUMO, the calculation gives 9.183 eV.

ORCA input file:
```
! wB97M-V def2-TZVPD RIJCOSX def2/J DEFGRID3
* xyz 0 1
C -0.129 -1.467 -0.487
N -0.671 -0.049 -0.186
O -1.199 0.275 0.876
O -0.497 0.755 -1.098
H -0.991 -2.127 -0.581
H 0.545 -1.764 0.317
H 0.323 -1.343 -1.471
O -2.726 2.611 -3.470
C -3.128 2.859 -2.351
C -4.045 1.955 -1.476
C -3.779 2.553 -0.117
C -3.369 3.966 -0.337
O -2.801 3.981 -1.649
H -5.076 2.103 -1.798
H -3.626 0.949 -1.438
H -4.604 2.460 0.590
H -2.993 2.003 0.401
H -4.246 4.605 -0.229
H -2.657 4.423 0.350
O -5.004 -3.641 -1.805
C -4.223 -3.112 -2.636
C -3.835 -3.765 -3.934
C -3.219 -2.650 -4.670
C -2.925 -1.524 -3.645
O -3.768 -1.829 -2.564
H -3.263 -4.683 -3.801
H -4.753 -3.997 -4.475
H -2.255 -2.987 -5.050
H -3.773 -2.278 -5.532
H -1.881 -1.540 -3.330
H -3.138 -0.536 -4.051
C 2.479 1.840 -1.460
O 2.148 3.183 -1.929
C 0.761 3.378 -2.121
C 0.338 4.877 -2.398
O 1.024 5.408 -3.555
C 0.784 6.776 -3.761
H 2.002 1.658 -0.497
H 3.552 1.759 -1.290
H 2.233 1.195 -2.304
H 0.184 3.060 -1.253
H 0.305 2.735 -2.874
H 0.511 5.426 -1.473
H -0.743 4.862 -2.536
H 1.042 7.463 -2.954
H -0.253 6.965 -4.038
H 1.394 7.256 -4.527
C -1.091 6.821 3.109
O -1.636 5.495 3.173
C -0.754 4.486 2.862
C -1.351 3.041 3.104
O -1.574 2.852 4.496
C -2.203 1.626 4.832
H -1.881 7.316 3.673
H -1.033 7.288 2.126
H -0.114 6.845 3.592
H 0.208 4.599 3.361
H -0.466 4.541 1.812
H -0.582 2.316 2.839
H -2.278 2.953 2.536
H -2.286 1.504 5.912
H -1.653 0.768 4.446
H -3.242 1.596 4.502
C 2.047 -2.056 2.953
O 3.378 -2.643 2.923
C 4.408 -1.902 3.614
C 4.801 -0.514 2.992
O 5.663 -0.733 1.947
C 6.065 0.466 1.294
H 1.831 -1.289 2.209
H 1.829 -1.667 3.948
H 1.326 -2.848 2.749
H 5.309 -2.499 3.469
H 4.054 -1.845 4.643
H 5.266 0.202 3.671
H 3.935 0.027 2.612
H 6.616 0.090 0.432
H 6.629 1.178 1.897
H 5.226 1.057 0.928
C -1.606 -1.804 3.447
O -1.694 -2.677 2.280
C -2.928 -3.461 2.301
C -3.019 -4.280 0.990
O -1.965 -5.279 0.842
C -2.343 -6.229 -0.086
H -1.851 -2.392 4.332
H -2.345 -1.013 3.314
H -0.636 -1.319 3.554
H -3.793 -2.799 2.336
H -3.126 -4.169 3.106
H -2.878 -3.675 0.095
H -4.025 -4.689 1.082
H -3.222 -6.825 0.160
H -1.609 -7.013 -0.271
H -2.525 -5.757 -1.052
C 4.165 -5.442 -1.271
O 3.807 -4.076 -1.560
C 4.688 -3.136 -0.910
C 4.131 -1.645 -1.059
O 3.813 -1.126 -2.353
C 2.967 -1.880 -3.263
H 4.075 -5.516 -0.187
H 5.207 -5.655 -1.508
H 3.520 -6.161 -1.775
H 5.724 -3.071 -1.241
H 4.680 -3.342 0.160
H 4.863 -0.963 -0.628
H 3.171 -1.603 -0.544
H 3.556 -2.691 -3.692
H 2.559 -1.137 -3.948
H 2.140 -2.292 -2.685
*
```

Results of the Löwdin charge analysis, in e, for atoms 1 through 99: 0.09 -0.37 0.05 0.03 0.09 0.08 0.08 0.10 -0.44 -0.04 -0.19 -0.15 0.01 0.13 0.11 0.12 0.09 0.13 0.12 0.06 -0.41 -0.10 -0.16 -0.15 0.02 0.13 0.13 0.12 0.12 0.12 0.13 -0.07 -0.18 -0.22 -0.15 -0.16 -0.14 0.08 0.08 0.08 0.09 0.11 0.12 0.10 0.08 0.08 0.08 -0.08 -0.18 -0.23 -0.16 -0.18 -0.10 0.09 0.08 0.09 0.12 0.11 0.12 0.11 0.09 0.06 0.09 -0.10 -0.20 -0.14 -0.23 -0.20 -0.10 0.06 0.08 0.08 0.12 0.12 0.12 0.11 0.09 0.09 0.08 -0.09 -0.20 -0.17 -0.17 -0.17 -0.16 0.09 0.07 0.06 0.12 0.12 0.10 0.12 0.09 0.09 0.07 -0.08 -0.22 -0.16 -0.16

***

4.
Below is a 6-piece molecular cluster, H12O6 overall at a distorted geometry, with properties calculated with the ωB97M-V functional and the def2-TZVPD basis.

Its HOMO energy is -10.53 eV. Its energy above the lowest of the compared OMol25 structures with the same formula, charge and spin is 2.089 eV. The structure (SMILES) is O.O.O.O.O.O. For the gap between HOMO and LUMO, the calculation gives 10.911 eV.

ORCA input file:
```
! wB97M-V def2-TZVPD RIJCOSX def2/J DEFGRID3
* xyz 0 1
O 0.208 0.820 0.015
H 0.475 1.098 -0.869
H 0.765 1.342 0.603
O 1.658 -0.415 -2.871
H 1.054 -0.503 -2.125
H 2.517 -0.263 -2.462
O -0.590 1.340 2.311
H -1.258 1.987 2.562
H -0.092 1.191 3.123
O -1.473 -1.152 -0.115
H -2.141 -0.685 -0.630
H -1.743 -2.076 -0.164
O -1.846 0.561 -2.972
H -2.423 1.178 -3.437
H -1.134 0.388 -3.598
O 2.032 -1.405 3.625
H 2.763 -0.866 3.302
H 1.312 -0.775 3.744
*
```

For reference, the natural (NBO) charges in units of e are: -0.92 0.45 0.47 -0.95 0.48 0.47 -0.92 0.47 0.45 -0.93 0.47 0.46 -0.95 0.47 0.48 -0.93 0.47 0.46

***

5.
Below is one molecule with the formula C16H12N2O5 at a distorted geometry, with properties calculated with the ωB97M-V functional and the def2-TZVPD basis.

Its HOMO energy is -8.27 eV. The structure (SMILES) is O=C(NCc1ccco1)c1cc(-c2ccc3c(c2)OCO3)on1. For the gap between HOMO and LUMO, the calculation gives 8.590 eV.

ORCA input file:
```
! wB97M-V def2-TZVPD RIJCOSX def2/J DEFGRID3
* xyz 0 1
O 3.549 -0.073 -0.992
C 3.038 -0.123 0.113
N 3.778 -0.413 1.203
C 3.346 -0.702 2.557
C 3.079 -2.162 2.740
C 1.924 -2.883 2.660
C 2.287 -4.236 2.868
C 3.634 -4.236 3.052
O 4.124 -2.988 2.974
C 1.593 0.183 0.269
C 0.766 0.551 -0.820
C -0.471 0.742 -0.256
C -1.750 1.129 -0.815
C -2.856 1.273 0.021
C -4.101 1.644 -0.471
C -4.200 1.862 -1.825
C -3.094 1.718 -2.671
C -1.862 1.354 -2.197
O -3.471 1.992 -3.956
C -4.844 2.313 -3.900
O -5.288 2.228 -2.561
O -0.375 0.502 1.068
N 0.891 0.160 1.380
H 4.732 -0.667 0.979
H 2.432 -0.143 2.756
H 4.143 -0.387 3.236
H 0.945 -2.490 2.484
H 1.635 -5.085 2.878
H 4.333 -5.026 3.241
H 1.079 0.648 -1.837
H -2.735 1.093 1.078
H -4.955 1.756 0.175
H -1.020 1.246 -2.858
H -5.415 1.605 -4.522
H -5.001 3.336 -4.276
*
```

For reference, the natural (NBO) charges in units of e are: -0.60 0.64 -0.58 -0.29 0.25 -0.30 -0.31 0.09 -0.41 0.05 -0.31 0.32 -0.12 -0.17 -0.26 0.24 0.30 -0.25 -0.49 0.23 -0.47 -0.26 -0.13 0.41 0.27 0.22 0.24 0.23 0.20 0.25 0.23 0.23 0.23 0.16 0.16

***

6.
Below is C37H37Cl3O2P2Pt as an isolated structure at a distorted geometry, with properties calculated with the ωB97M-V functional and the def2-TZVPD basis.

Its HOMO energy (spin up / spin down) is -10.94 / -14.19 eV. Its energy above the lowest of the compared OMol25 structures with the same formula, charge and spin is 0.000 eV. For the gap between HOMO and LUMO (spin up / spin down), the calculation gives 5.266 / 4.867 eV. The expectation value of S² is 6.030.

ORCA input file:
```
! wB97M-V def2-TZVPD RIJCOSX def2/J DEFGRID3
* xyz 2 5
Pt 1.563 -2.640 -3.983
C 2.614 -4.133 -4.856
C 3.541 -3.335 -4.082
C 4.536 -2.439 -4.742
C 3.804 -1.477 -5.709
C 2.399 -1.209 -5.257
C 1.265 -1.813 -5.868
C 1.423 -2.916 -6.893
C 2.433 -4.013 -6.373
C -0.157 1.377 -0.841
H 2.358 -5.145 -4.461
H 3.842 -3.743 -3.118
H 5.338 -2.982 -5.259
H 5.052 -1.856 -3.985
H 4.351 -0.533 -5.779
H 3.792 -1.939 -6.699
H 2.207 -0.231 -4.811
H 0.350 -1.204 -5.926
H 1.712 -2.521 -7.867
H 0.434 -3.351 -7.055
H 2.071 -4.993 -6.718
H 3.405 -3.881 -6.852
H -0.380 0.345 -1.101
H -1.061 2.011 -0.811
H 0.390 1.340 0.105
P 1.661 -1.440 -0.358
P 0.895 1.958 -2.134
C 2.573 -0.294 -1.405
C 2.241 0.795 -2.208
C 2.975 -1.833 0.845
C 4.326 -2.072 0.502
C 5.226 -2.502 1.493
C 4.819 -2.730 2.819
C 3.464 -2.540 3.110
C 2.568 -2.061 2.152
C 1.474 -3.092 -1.094
C 0.422 -3.382 -2.062
C -0.163 -4.699 -2.087
C 0.509 -5.783 -1.572
C 1.784 -5.548 -1.023
C 2.270 -4.247 -0.833
C 1.428 3.612 -1.721
C 2.191 3.858 -0.566
C 2.436 5.182 -0.208
C 1.928 6.230 -0.984
C 1.183 5.966 -2.133
C 0.891 4.656 -2.490
C -0.060 1.805 -3.644
C -1.250 1.050 -3.701
C -2.014 1.039 -4.873
C -1.521 1.666 -6.021
C -0.266 2.278 -6.022
C 0.435 2.410 -4.816
H 3.613 -0.680 -1.541
H 2.993 1.085 -2.971
H 4.672 -1.947 -0.529
H 6.270 -2.677 1.238
H 5.532 -3.014 3.617
H 3.084 -2.741 4.105
H 1.522 -1.893 2.389
H -0.185 -2.575 -2.529
H -1.159 -4.820 -2.521
H 0.064 -6.796 -1.550
H 2.332 -6.409 -0.627
H 3.278 -4.192 -0.402
H 2.576 3.054 0.066
H 2.980 5.403 0.700
H 2.042 7.265 -0.650
H 0.787 6.783 -2.730
H 0.244 4.446 -3.339
H -1.644 0.445 -2.867
H -2.974 0.534 -4.879
H -2.127 1.674 -6.941
H 0.163 2.641 -6.960
H 1.375 2.994 -4.836
Cl -3.213 -3.180 1.676
C -1.484 -2.740 1.786
Cl -1.200 -1.846 3.304
Cl -0.434 -4.187 1.705
C -1.069 -1.909 0.516
O -1.862 -1.572 -0.329
O 0.263 -1.451 0.539
*
```

For reference, the Löwdin charges in units of e are: 1.17 -0.26 -0.26 -0.16 -0.15 -0.27 -0.28 -0.15 -0.16 -0.18 0.12 0.10 0.14 0.11 0.13 0.11 0.09 0.11 0.13 0.11 0.12 0.11 0.01 0.10 0.07 1.01 0.95 -0.28 -0.31 -0.30 -0.09 -0.05 -0.04 -0.05 -0.08 -0.31 -0.27 -0.03 -0.05 -0.03 0.00 -0.31 -0.06 -0.05 -0.04 -0.05 -0.07 -0.31 -0.07 -0.06 -0.06 -0.06 -0.10 0.07 0.08 0.10 0.11 0.13 0.12 0.06 0.08 0.14 0.14 0.13 0.13 0.12 0.11 0.12 0.12 0.10 0.11 0.12 0.12 0.12 0.13 0.67 -1.45 0.66 0.68 -0.56 0.11 -0.22